{"formula": "C92H161N23", "method": "ωB97M-V/def2-TZVPD", "symbols": ["C", "C", "C", "C", "N", "H", "H", "H", "H", "H", "H", "H", "C", "C", "C", "C", "N", "H", "H", "H", "H", "H", "H", "H", "C", "C", "C", "C", "N", "H", "H", "H", "H", "H", "H", "H", "C", "C", "C", "C", "N", "H", "H", "H", "H", "H", "H", "H", "C", "C", "C", "C", "N", "H", "H", "H", "H", "H", "H", "H", "C", "C", "C", "C", "N", "H", "H", "H", "H", "H", "H", "H", "C", "C", "C", "C", "N", "H", "H", "H", "H", "H", "H", "H", "C", "C", "C", "C", "N", "H", "H", "H", "H", "H", "H", "H", "C", "C", "C", "C", "N", "H", "H", "H", "H", "H", "H", "H", "C", "C", "C", "C", "N", "H", "H", "H", "H", "H", "H", "H", "C", "C", "C", "C", "N", "H", "H", "H", "H", "H", "H", "H", "C", "C", "C", "C", "N", "H", "H", "H", "H", "H", "H", "H", "C", "C", "C", "C", "N", "H", "H", "H", "H", "H", "H", "H", "C", "C", "C", "C", "N", "H", "H", "H", "H", "H", "H", "H", "C", "C", "C", "C", "N", "H", "H", "H", "H", "H", "H", "H", "C", "C", "C", "C", "N", "H", "H", "H", "H", "H", "H", "H", "C", "C", "C", "C", "N", "H", "H", "H", "H", "H", "H", "H", "C", "C", "C", "C", "N", "H", "H", "H", "H", "H", "H", "H", "C", "C", "C", "C", "N", "H", "H", "H", "H", "H", "H", "H", "C", "C", "C", "C", "N", "H", "H", "H", "H", "H", "H", "H", "C", "C", "C", "C", "N", "H", "H", "H", "H", "H", "H", "H", "C", "C", "C", "C", "N", "H", "H", "H", "H", "H", "H", "H", "C", "C", "C", "C", "N", "H", "H", "H", "H", "H", "H", "H"], "coordinates": [[-1.80978, 1.31704, 4.63867], [-2.03033, 2.81639, 4.33993], [-3.48136, 3.31863, 4.44894], [-4.39523, 2.42372, 3.72280], [-5.00178, 1.66346, 3.10694], [-0.75112, 1.19884, 4.88989], [-1.98964, 0.71965, 3.76512], [-2.43173, 0.92758, 5.45010], [-1.71815, 3.01761, 3.31074], [-1.39842, 3.38987, 5.01176], [-3.53552, 4.32566, 4.08057], [-3.84235, 3.38057, 5.47853], [-3.20851, 6.45247, -1.70261], [-4.45871, 6.87112, -2.48255], [-4.46332, 8.39590, -2.92347], [-4.35140, 9.27305, -1.69450], [-4.24797, 9.88864, -0.71982], [-3.32818, 5.38330, -1.48505], [-3.17166, 7.01233, -0.75545], [-2.29428, 6.61484, -2.26587], [-5.34063, 6.53811, -1.94772], [-4.49334, 6.38236, -3.46932], [-5.39070, 8.62421, -3.47707], [-3.59776, 8.58355, -3.55658], [4.90939, 1.86494, -2.34022], [4.44213, 2.17994, -3.75559], [3.36915, 3.28308, -3.83669], [3.86957, 4.50294, -3.23800], [4.26750, 5.47791, -2.73997], [5.43848, 2.72789, -1.92712], [5.55753, 0.99693, -2.30245], [4.04456, 1.59797, -1.71683], [4.08135, 1.29817, -4.24601], [5.33186, 2.53451, -4.30743], [2.51945, 3.03419, -3.22110], [3.05380, 3.43880, -4.84441], [-1.26520, -5.54361, 2.48961], [-1.75582, -4.99395, 1.14741], [-1.07427, -3.70504, 0.65336], [-1.43940, -2.53288, 1.47604], [-1.81077, -1.67705, 2.12561], [-1.50623, -4.85313, 3.29100], [-0.17603, -5.61614, 2.37505], [-1.70932, -6.50718, 2.65027], [-2.81816, -4.81316, 1.13649], [-1.56567, -5.77575, 0.40179], [-1.39453, -3.45410, -0.36776], [0.00673, -3.79573, 0.67409], [5.42470, -5.15935, 4.70129], [4.50533, -5.09259, 3.44591], [3.28110, -6.03113, 3.53585], [2.58709, -6.21461, 2.24633], [2.05770, -6.44895, 1.25738], [4.93486, -4.73017, 5.59811], [6.37072, -4.62822, 4.51376], [5.70222, -6.20229, 4.91971], [5.05124, -5.36190, 2.53303], [4.20829, -4.06901, 3.34248], [2.58410, -5.61578, 4.26318], [3.56041, -7.03096, 3.89674], [-0.00812, -6.17918, -1.97981], [0.94105, -7.35428, -2.20768], [2.42395, -6.93694, -2.14762], [2.61316, -5.84609, -3.13999], [2.75178, -5.02543, -3.94302], [-1.05527, -6.49960, -2.02588], [0.12018, -5.48853, -2.82305], [0.25413, -5.63100, -1.07147], [0.74759, -7.82534, -3.17013], [0.78482, -8.08748, -1.43936], [3.13307, -7.71889, -2.35973], [2.75198, -6.53505, -1.21484], [-0.59800, 0.23595, -0.83117], [-0.72670, 0.88904, 0.54047], [0.42013, 0.64085, 1.54542], [1.73115, 1.07432, 1.02178], [2.73687, 1.40717, 0.62136], [0.29451, 0.50340, -1.36860], [-1.46282, 0.48262, -1.43350], [-0.56921, -0.85155, -0.70637], [-1.68503, 0.49466, 0.98818], [-0.93706, 1.94654, 0.40574], [0.51261, -0.39951, 1.78247], [0.15588, 1.18494, 2.45862], [-3.24651, -4.62077, -5.66637], [-4.48256, -5.10290, -4.93784], [-4.24807, -5.77985, -3.62592], [-3.55593, -4.90333, -2.68345], [-2.90638, -4.22947, -2.00138], [-2.43835, -5.33964, -5.69761], [-2.81211, -3.68720, -5.32148], [-3.49870, -4.37300, -6.69580], [-4.89842, -5.86777, -5.61494], [-5.25289, -4.32293, -4.93940], [-3.57084, -6.64137, -3.73870], [-5.20945, -6.10256, -3.28314], [5.52209, -1.54032, 2.10449], [5.32936, -0.06531, 1.78794], [4.76943, 0.78657, 3.00294], [3.59318, 0.21422, 3.57346], [2.61492, -0.15020, 4.08477], [4.58322, -2.01341, 2.36172], [6.15553, -1.68144, 2.98762], [5.98727, -2.11004, 1.29838], [4.80800, 0.07378, 0.84821], [6.32687, 0.35260, 1.64988], [4.63667, 1.75521, 2.50874], [5.53080, 0.89320, 3.77926], [1.21296, 4.35151, 4.13311], [2.26050, 3.32953, 3.94164], [3.52330, 3.54540, 4.82847], [4.23993, 4.79329, 4.56310], [4.77791, 5.79781, 4.34565], [0.80460, 4.32548, 5.15612], [0.44323, 4.32800, 3.34535], [1.69246, 5.32315, 4.04658], [2.65155, 3.26365, 2.92546], [1.79688, 2.36930, 4.22081], [4.23958, 2.74251, 4.63462], [3.25461, 3.64508, 5.84676], [-6.00855, -1.57901, -5.09529], [-6.27273, -0.21101, -5.71977], [-6.51715, 0.95224, -4.75703], [-7.40558, 0.63348, -3.60863], [-8.06617, 0.45598, -2.67859], [-5.67032, -2.23905, -5.89325], [-6.94449, -2.03988, -4.74016], [-5.22423, -1.56242, -4.35670], [-7.07354, -0.17976, -6.47876], [-5.34738, 0.05450, -6.23590], [-6.92521, 1.81976, -5.26170], [-5.60615, 1.30802, -4.26785], [1.69196, 2.57007, 8.59776], [0.98077, 1.39602, 7.88756], [-0.54082, 1.34486, 7.98750], [-1.15740, 2.60797, 7.66116], [-1.73822, 3.56766, 7.45759], [1.51655, 2.53273, 9.67141], [1.34324, 3.56426, 8.35710], [2.77853, 2.56126, 8.47544], [1.38031, 0.45855, 8.29567], [1.24441, 1.46502, 6.82014], [-0.83559, 1.10593, 9.00148], [-1.01140, 0.61539, 7.32074], [-0.52335, -2.19809, -3.79068], [-1.73032, -1.30220, -3.89952], [-1.53443, -0.01349, -4.76522], [-0.26262, 0.65402, -4.47041], [0.74147, 1.19563, -4.26744], [-0.06093, -2.37295, -4.78137], [-0.77352, -3.14643, -3.33490], [0.21434, -1.69730, -3.15346], [-2.10183, -0.98817, -2.91751], [-2.59208, -1.82750, -4.33475], [-2.37174, 0.62858, -4.50885], [-1.62630, -0.33746, -5.81067], [2.11747, -2.56202, 6.34158], [0.62508, -2.55204, 5.99408], [0.32293, -2.00459, 4.66233], [1.00079, -2.69530, 3.54444], [1.48874, -3.27955, 2.68656], [2.61715, -3.15111, 5.54145], [2.23987, -3.04336, 7.31423], [2.47221, -1.53061, 6.35611], [0.07427, -1.99515, 6.76452], [0.25306, -3.57093, 6.08062], [0.62226, -0.96632, 4.53542], [-0.73918, -2.00240, 4.42772], [-4.65429, -3.42830, 4.10113], [-5.81033, -2.57072, 4.67085], [-5.39865, -1.09533, 4.77083], [-4.29428, -0.97294, 5.71602], [-3.40477, -1.00779, 6.44430], [-5.00704, -4.44310, 3.91332], [-3.76698, -3.46463, 4.70000], [-4.30505, -3.03934, 3.14579], [-6.00918, -2.97103, 5.65859], [-6.64885, -2.71713, 3.98606], [-6.23635, -0.48053, 5.17908], [-5.06123, -0.70751, 3.81299], [4.54579, 4.33551, 0.95619], [5.92139, 4.78440, 0.50621], [6.85963, 4.95775, 1.71222], [7.00377, 3.77486, 2.47822], [7.10115, 2.86061, 3.15050], [3.80897, 4.13646, 0.18187], [4.09706, 5.02372, 1.68306], [4.66981, 3.38327, 1.46562], [5.87649, 5.74822, 0.00531], [6.33293, 4.08624, -0.20284], [6.49987, 5.70770, 2.44709], [7.82516, 5.32868, 1.37972], [-6.39357, 3.42845, -0.77325], [-6.19824, 2.14047, 0.00062], [-4.72342, 1.70259, 0.02903], [-4.18115, 1.34814, -1.34060], [-3.85678, 1.16150, -2.41070], [-7.44990, 3.67137, -0.69552], [-6.14721, 3.33804, -1.84294], [-5.86759, 4.27321, -0.32482], [-6.82013, 1.34933, -0.41784], [-6.47268, 2.26349, 1.03945], [-4.50177, 0.76504, 0.58023], [-4.06567, 2.41356, 0.53057], [-4.85567, -2.41107, 0.19875], [-5.79666, -2.10163, -0.93572], [-7.20231, -1.82080, -0.45094], [-7.78559, -3.00563, 0.22629], [-8.25669, -3.92976, 0.77003], [-5.03352, -1.69645, 1.00160], [-3.78146, -2.41370, -0.01054], [-5.09638, -3.36796, 0.64398], [-5.87151, -2.92610, -1.61847], [-5.47628, -1.25644, -1.51271], [-7.94248, -1.53787, -1.18604], [-7.28619, -0.95232, 0.25281], [8.20967, 0.79226, -0.84078], [8.27421, -0.76506, -0.89285], [7.06496, -1.44293, -1.63416], [7.01955, -1.21197, -3.02670], [6.94795, -1.03091, -4.16906], [8.92064, 1.28711, -0.16242], [7.22838, 1.15844, -0.57117], [8.37403, 1.21124, -1.84092], [8.19443, -1.14416, 0.14084], [9.17385, -1.17177, -1.31595], [6.11309, -1.02791, -1.23521], [7.15394, -2.50233, -1.39303], [0.68728, 4.00400, -1.00361], [0.69309, 4.72177, 0.35283], [-0.55649, 5.50148, 0.73618], [-1.66800, 4.65649, 1.03509], [-2.60993, 4.03483, 1.25369], [1.72954, 3.61684, -1.11963], [0.48482, 4.70200, -1.81051], [-0.00030, 3.13838, -1.07637], [1.53467, 5.39131, 0.31500], [0.88521, 3.99957, 1.15144], [-0.83641, 6.26610, -0.01494], [-0.37853, 6.07132, 1.65881], [2.92995, -1.67042, -5.39635], [2.88357, -1.81144, -6.91270], [4.30825, -1.66450, -7.44426], [4.33823, -1.44682, -8.88213], [4.30175, -1.28492, -10.01168], [3.57053, -2.39964, -4.88156], [1.93465, -1.71421, -4.91984], [3.30906, -0.67810, -5.19709], [2.26495, -0.99337, -7.32251], [2.44116, -2.75889, -7.20774], [4.89711, -2.54851, -7.17505], [4.76096, -0.74390, -7.00438], [2.95073, -1.94783, -2.27682], [2.52485, -2.09648, -0.82775], [2.71603, -3.51677, -0.28970], [4.11154, -4.03694, -0.30734], [5.17497, -4.46950, -0.27578], [2.74254, -0.91143, -2.57605], [2.40327, -2.63614, -2.90965], [4.01730, -2.16448, -2.36233], [1.45912, -1.87842, -0.68169], [3.04761, -1.36912, -0.21973], [2.08709, -4.18750, -0.84749], [2.36910, -3.56726, 0.72980], [-2.00949, 3.59035, -3.93982], [-3.17844, 3.67515, -4.88566], [-2.97784, 4.53757, -6.14979], [-2.75830, 5.93487, -5.78582], [-2.64439, 7.03472, -5.51121], [-1.09712, 3.31258, -4.48913], [-2.19912, 2.80459, -3.18350], [-1.77731, 4.50773, -3.39326], [-4.10756, 3.99890, -4.40514], [-3.32882, 2.66820, -5.26546], [-3.84642, 4.45644, -6.79234], [-2.08280, 4.16815, -6.67094]], "forces_ev_per_angstrom": [[0.12, 0.86, 0.22], [-0.06, -0.50, -0.14], [-0.03, -0.66, 0.53], [0.30, 0.11, -0.40], [-0.01, 0.23, 0.30], [-0.03, -0.21, 0.13], [-0.25, -0.44, -0.47], [0.23, 0.22, -0.09], [0.11, -0.02, 0.17], [-0.23, 0.26, -0.05], [-0.22, 0.42, -0.50], [0.25, -0.20, 0.12], [-0.85, -0.04, 0.13], [0.66, 0.84, -1.40], [-0.37, -0.40, 1.85], [-0.13, -0.08, -0.25], [-0.09, -0.60, -0.95], [0.33, 0.17, 0.13], [0.12, -0.23, -0.22], [0.11, 0.07, -0.10], [-0.31, 0.44, 0.15], [0.11, -0.26, 0.39], [0.47, 0.06, 0.31], [-0.06, -0.02, -0.06], [-0.80, -0.02, 0.14], [0.97, 0.65, -0.07], [0.72, -0.58, 1.02], [0.87, 2.32, 0.68], [-0.63, -1.63, -0.70], [-0.12, -0.14, 0.19], [0.28, -0.02, -0.28], [0.17, 0.32, 0.12], [-0.30, -0.48, -0.28], [-0.41, -0.23, -0.07], [-0.56, -0.46, -0.06], [-0.28, 0.22, -0.65], [0.55, 1.11, -1.02], [0.21, -0.25, -0.37], [-0.24, 0.44, 0.14], [0.43, -1.88, -0.96], [-0.49, 1.32, 0.99], [-0.01, -0.02, 0.32], [-0.22, -0.25, 0.48], [-0.11, -0.45, 0.31], [-0.54, -0.03, 0.10], [-0.06, 0.29, -0.05], [0.11, -0.28, 0.18], [0.24, -0.06, 0.01], [-0.23, -0.37, -0.35], [0.76, -0.83, 0.32], [0.12, 0.34, 0.09], [0.34, -0.05, 0.74], [-0.14, 0.08, -0.35], [0.24, -0.20, -0.49], [-0.43, -0.01, 0.08], [-0.13, 0.27, 0.03], [0.14, 0.12, 0.28], [-0.52, 0.54, -0.30], [-0.26, -0.09, -0.05], [0.06, 0.23, -0.14], [0.33, 0.08, -0.97], [0.34, 0.19, 0.42], [-0.47, 1.03, -1.27], [0.56, 0.11, -0.57], [-0.22, -0.60, 0.70], [0.22, 0.09, 0.44], [-0.09, 0.11, 0.17], [-0.33, -0.23, 0.08], [-0.03, -0.02, -0.06], [-0.08, -0.52, 0.39], [0.06, -0.50, -0.35], [-0.22, 0.25, 1.00], [0.02, -0.53, 0.71], [-1.28, -0.50, 0.10], [-0.37, 0.93, -0.76], [-2.43, -0.55, 1.12], [1.84, 0.68, -0.87], [0.50, 0.34, -0.26], [-0.13, 0.08, -0.16], [-0.10, -0.04, -0.10], [1.09, 0.31, -0.13], [0.33, 0.25, 0.18], [-0.05, -0.70, 0.20], [0.43, -0.10, 0.02], [0.26, 0.85, -0.50], [-0.16, -0.25, -2.09], [0.70, 0.10, 0.26], [0.65, 0.76, 0.95], [-0.85, -0.64, -0.76], [0.09, -0.38, 0.08], [-0.02, 0.06, 0.62], [-0.12, -0.25, -0.21], [-0.10, 0.05, 0.36], [0.23, -0.06, 0.54], [-0.40, 0.07, -0.11], [-0.35, -0.34, 0.79], [0.09, -0.12, 0.47], [1.18, -0.17, 1.07], [1.30, -0.56, -2.11], [-2.30, -0.07, 1.01], [1.59, 0.46, -0.81], [-0.42, -0.22, -0.14], [0.06, 0.16, -0.06], [-0.14, 0.12, -0.12], [-0.51, 0.24, 0.19], [0.06, 0.19, -0.21], [-0.57, -0.01, 0.75], [0.02, -0.07, -0.17], [-0.24, 1.60, -0.02], [0.94, -1.23, 0.43], [-0.09, 0.08, -1.24], [0.49, 1.41, -0.75], [-0.61, -1.23, 0.28], [-0.23, -0.16, -0.47], [0.02, -0.22, 0.59], [-0.11, 0.47, -0.07], [-0.41, -0.03, -0.22], [0.65, -0.04, -0.24], [-0.14, -0.02, 0.46], [-0.29, -0.52, 1.32], [-1.14, -0.24, -0.92], [0.49, 0.54, -0.25], [-0.22, -0.16, 1.23], [-0.24, 0.17, 0.07], [0.43, -0.01, -0.63], [0.12, -0.07, -0.10], [0.44, 0.23, 0.38], [0.08, 0.13, 0.54], [0.28, -0.52, 0.36], [-0.10, 0.13, -0.28], [-0.22, 0.09, -0.20], [0.22, -0.23, -0.14], [-0.31, -0.32, 0.74], [0.86, 0.38, -0.54], [0.22, -0.04, 0.12], [-0.12, -0.33, 0.32], [-0.37, 1.03, -0.30], [0.02, -0.28, 0.25], [-0.27, 0.19, -0.67], [-0.17, -0.22, -0.22], [-0.05, 0.14, -0.29], [0.02, -0.32, 0.20], [-0.17, -0.13, 0.29], [0.32, -0.20, 0.13], [0.46, 0.43, -0.34], [-0.90, 0.47, -0.01], [-0.18, -1.27, 0.55], [0.76, 0.59, -0.26], [-1.03, -0.65, -0.10], [-0.22, -0.05, 0.47], [-0.08, -0.26, 0.09], [0.12, -0.19, -0.14], [0.28, -0.12, -0.04], [0.22, 0.05, -0.05], [0.03, 0.38, -0.13], [0.43, 0.51, 0.09], [-0.59, -0.27, -0.57], [0.37, -0.62, 1.80], [-0.42, 0.79, -1.97], [-0.49, 0.01, 0.73], [0.22, -0.01, -0.07], [0.17, 0.45, 0.64], [0.28, 0.09, -0.13], [0.34, -0.22, 0.01], [0.02, 0.06, -0.29], [-0.14, -0.19, -0.11], [0.09, 0.05, 0.32], [-0.22, -0.25, 0.03], [-0.63, 0.13, -0.72], [1.34, -0.64, -0.57], [-0.84, 0.11, 0.67], [0.38, -0.32, 0.13], [-0.12, 0.17, 0.01], [0.07, -0.04, 0.12], [0.33, -0.01, 0.77], [-0.15, 0.15, -0.24], [-0.54, 0.10, 0.15], [-0.17, 0.30, 0.36], [0.56, -0.27, -0.58], [-0.18, 0.17, -0.07], [-0.28, -0.23, 0.47], [-0.43, 0.80, 0.35], [-0.30, 1.53, -0.43], [0.33, -0.20, 0.14], [0.06, -1.19, 0.68], [0.22, 0.19, -0.37], [0.17, 0.04, -0.17], [-0.12, -0.18, 0.14], [-0.08, 0.06, -0.14], [0.29, -0.36, -0.23], [-0.15, -0.18, -0.58], [0.25, -0.17, -0.01], [-0.53, 0.11, -0.02], [0.97, -0.34, -0.15], [0.99, -1.63, -0.74], [-1.40, 1.56, 2.95], [0.69, -0.66, -2.08], [-0.19, 0.17, -0.25], [0.06, 0.01, 0.36], [0.27, -0.12, -0.09], [0.00, -0.02, -0.07], [-0.18, 0.09, 0.24], [-0.71, 0.37, 0.09], [-0.08, 0.29, -0.40], [0.17, 0.10, 0.74], [-0.19, 0.12, -0.15], [-1.15, 0.20, 1.43], [-0.88, -1.57, 1.31], [1.12, 2.01, -1.27], [0.19, 0.27, 0.14], [-0.32, 0.10, -0.38], [-0.06, -0.42, 0.03], [0.18, -0.56, -0.49], [0.31, 0.60, -0.32], [0.20, -0.04, -0.77], [0.46, -0.75, -0.24], [0.41, -0.33, -0.84], [-1.40, 0.64, 0.84], [0.33, 0.72, 2.29], [0.00, 0.21, -2.92], [0.08, -0.09, 1.18], [-0.04, -0.55, -0.15], [-0.42, -0.20, 0.31], [0.15, -0.09, 0.07], [0.18, 0.09, -0.33], [0.59, 0.15, -0.19], [0.45, -0.47, 0.08], [-0.45, -0.09, -0.27], [0.60, -0.61, 0.40], [-0.09, -0.62, -0.32], [0.72, 1.22, -0.01], [-1.31, -0.38, -0.27], [0.21, -0.05, 0.05], [-0.83, 0.13, -0.18], [-0.04, 0.06, -0.17], [0.25, 0.54, 0.08], [0.31, 0.46, 0.25], [0.16, -0.03, -0.06], [0.00, -0.54, 0.19], [0.16, -0.03, -0.13], [-0.53, -0.08, 0.25], [-0.19, 0.40, 0.40], [0.19, 0.64, 0.18], [-0.05, -0.46, 0.45], [0.02, 0.19, -0.84], [-0.14, 0.10, -0.41], [0.45, -0.07, -0.41], [0.22, 0.32, 0.35], [0.15, -0.38, 0.07], [0.02, -0.11, -0.18], [0.10, 0.33, -0.05], [-0.10, -0.82, -0.03], [-0.29, 0.48, 0.57], [-0.06, -0.36, 0.06], [0.81, 0.25, 0.08], [-0.93, 0.31, -0.04], [0.16, 0.05, -0.04], [0.21, -0.26, -0.26], [0.01, -0.07, -0.15], [0.01, 0.09, -0.20], [0.08, 0.03, -0.22], [0.26, 0.11, 0.35], [-0.14, -0.47, -0.43], [0.04, -0.09, 0.41], [0.64, -0.21, 0.51], [-0.43, -0.04, -0.50], [0.80, -0.28, 0.75], [-0.31, -0.89, -0.58], [0.19, 1.07, 0.41], [-0.20, 0.02, 0.16], [0.12, 0.40, -0.39], [-0.21, 0.09, -0.16], [0.14, -0.13, 0.16], [-0.36, -0.24, -0.01], [-0.06, 0.08, -0.22], [-0.29, 0.19, -0.09]], "lowdin_charge": [-0.1003, -0.2526, -0.1667, -0.1773, 0.1847, 0.0571, 0.0444, 0.0356, 0.0632, 0.0570, 0.1043, 0.1104, -0.1241, -0.2480, -0.1611, -0.2257, 0.1233, 0.0601, 0.0719, 0.0664, 0.0969, 0.0759, 0.1145, 0.0825, -0.0920, -0.2295, -0.1928, -0.2392, 0.1525, 0.0621, 0.0340, 0.0565, 0.0749, 0.1219, 0.0713, 0.1108, -0.0810, -0.2415, -0.1831, -0.2196, 0.2068, 0.0615, 0.0395, 0.0694, 0.0897, 0.0905, 0.0717, 0.0729, -0.0937, -0.2528, -0.1745, -0.2136, 0.1850, 0.0711, 0.0716, 0.0708, 0.0997, 0.0614, 0.1046, 0.1239, -0.1106, -0.2351, -0.1654, -0.2204, 0.1714, 0.0637, 0.0595, 0.0498, 0.1109, 0.0978, 0.1153, 0.0581, -0.0960, -0.2440, -0.1460, -0.1927, 0.2182, 0.0580, 0.0384, 0.0582, 0.0937, 0.0655, 0.0762, 0.0995, -0.0963, -0.2634, -0.1753, -0.1695, 0.2145, 0.0811, 0.0439, 0.0772, 0.1198, 0.0953, 0.1338, 0.1168, -0.1024, -0.2295, -0.1965, -0.1942, 0.2189, 0.0449, 0.0853, 0.0540, 0.0659, 0.0878, 0.0660, 0.1084, -0.1023, -0.2618, -0.1455, -0.2156, 0.1651, 0.0866, 0.0586, 0.0776, 0.0819, 0.0843, 0.0931, 0.0968, -0.1072, -0.2449, -0.1830, -0.1945, 0.1661, 0.0619, 0.0867, 0.0613, 0.1192, 0.1011, 0.1144, 0.0747, -0.1026, -0.2389, -0.1827, -0.2405, 0.1833, 0.0719, 0.0619, 0.0719, 0.1091, 0.0930, 0.1261, 0.0924, -0.1003, -0.2598, -0.1557, -0.2135, 0.1952, 0.0848, 0.0445, 0.0553, 0.0743, 0.0781, 0.0656, 0.1257, -0.0945, -0.2638, -0.2228, -0.1940, 0.2163, 0.0637, 0.0749, 0.0520, 0.1096, 0.1112, 0.0619, 0.0936, -0.1081, -0.2258, -0.1907, -0.2344, 0.1608, 0.0762, 0.0527, 0.0415, 0.1067, 0.1082, 0.1316, 0.0775, -0.1074, -0.2274, -0.1874, -0.2477, 0.1834, 0.0478, 0.0721, 0.0310, 0.1068, 0.0894, 0.1113, 0.1231, -0.1021, -0.2517, -0.1821, -0.1762, 0.1830, 0.0738, 0.0680, 0.0718, 0.0757, 0.0850, 0.0928, 0.0532, -0.1090, -0.2617, -0.2020, -0.2198, 0.1285, 0.0646, 0.0489, 0.0674, 0.0938, 0.0771, 0.0764, 0.1257, -0.0965, -0.2053, -0.2079, -0.2647, 0.1604, 0.0750, 0.0350, 0.0745, 0.0976, 0.0995, 0.1065, 0.1117, -0.0798, -0.2423, -0.1724, -0.2115, 0.2081, 0.0587, 0.0751, 0.0620, 0.1047, 0.0846, 0.1263, 0.1291, -0.1307, -0.2501, -0.2001, -0.2500, 0.1327, 0.0639, 0.0375, 0.0499, 0.1154, 0.1092, 0.1283, 0.1291, -0.1074, -0.2313, -0.1913, -0.2171, 0.1561, 0.0754, 0.0318, 0.0731, 0.0875, 0.0841, 0.0782, 0.0354, -0.1145, -0.2660, -0.1683, -0.2219, 0.1726, 0.0689, 0.0473, 0.0543, 0.1038, 0.0850, 0.1158, 0.1269], "e_above_lowest_ev": 0.000, "lumo_ha": -0.0012, "gap_ha": 0.40688}